[1]
{
  "formula": "C10H32BrN2O6",
  "method": "ωB97M-V/def2-TZVPD",
  "symbols": ["Br", "C", "C", "C", "O", "C", "N", "H", "H", "H", "H", "H", "H", "H", "H", "H", "H", "H", "C", "C", "C", "O", "C", "N", "H", "H", "H", "H", "H", "H", "H", "H", "H", "H", "H", "O", "H", "H", "O", "H", "H", "C", "C", "O", "O", "H", "H", "H", "H", "H", "H"],
  "xyz": [[-0.637, -0.822, 4.610], [-1.474, 3.856, -0.040], [-2.765, 3.110, -0.398], [-2.736, 2.032, -1.435], [-4.076, 1.632, -1.800], [-4.045, 0.950, -3.054], [-3.337, 2.617, 0.884], [-0.759, 3.987, -0.852], [-0.937, 3.335, 0.752], [-1.526, 4.832, 0.444], [-3.572, 3.771, -0.716], [-2.302, 1.077, -1.140], [-2.209, 2.427, -2.304], [-4.984, 0.470, -3.330], [-3.417, 0.060, -3.095], [-3.864, 1.682, -3.841], [-2.713, 1.948, 1.310], [-3.931, 1.905, 0.483], [3.669, 1.336, -0.232], [3.125, 0.121, -0.893], [3.503, -0.041, -2.375], [2.788, 1.020, -3.057], [2.911, 1.061, -4.526], [3.512, -0.982, -0.037], [3.304, 1.354, 0.795], [3.413, 2.245, -0.777], [4.755, 1.295, -0.143], [2.035, 0.115, -0.872], [3.249, -1.050, -2.700], [4.571, 0.074, -2.560], [3.945, 1.305, -4.769], [2.321, 1.876, -4.944], [2.526, 0.150, -4.983], [4.488, -0.874, 0.199], [3.031, -0.876, 0.845], [-4.402, 0.583, 6.721], [-4.102, 0.860, 7.587], [-3.629, 0.665, 6.163], [2.598, -1.260, 8.375], [3.071, -1.802, 7.743], [1.966, -0.772, 7.846], [-1.008, -4.052, -0.017], [0.350, -4.758, -0.242], [1.041, -4.921, 0.936], [-1.874, -4.900, 0.731], [-1.380, -3.974, -1.039], [-0.988, -3.066, 0.448], [0.945, -4.170, -0.942], [0.190, -5.756, -0.651], [1.751, -4.287, 0.811], [-2.389, -5.387, 0.083]],
  "mulliken_charge": [-0.976, -1.239, 0.518, -0.753, -0.376, -0.738, -0.770, 0.330, 0.313, 0.320, 0.181, 0.325, 0.444, 0.297, 0.286, 0.290, 0.283, 0.290, -1.522, 0.607, -0.792, -0.251, -0.766, -0.719, 0.416, 0.326, 0.403, 0.244, 0.362, 0.295, 0.297, 0.239, 0.291, 0.261, 0.313, -0.651, 0.300, 0.339, -0.664, 0.312, 0.346, -0.390, -0.349, -0.492, -0.506, 0.261, 0.299, 0.330, 0.200, 0.334, 0.305],
  "total_charge": -1,
  "total_energy_ev": -96195.9811,
  "gap_ev": 6.00
}

=====

[2]
{
  "formula": "C10H32O6",
  "method": "ωB97M-V/def2-TZVPD",
  "symbols": ["C", "C", "C", "O", "H", "H", "H", "H", "H", "H", "H", "H", "C", "C", "C", "O", "H", "H", "H", "H", "H", "H", "H", "H", "C", "O", "H", "H", "H", "H", "C", "O", "H", "H", "H", "H", "C", "O", "H", "H", "H", "H", "C", "O", "H", "H", "H", "H"],
  "xyz": [[3.907, -4.145, 0.615], [3.317, -2.771, 0.577], [3.932, -1.732, -0.349], [1.949, -3.019, 0.426], [3.685, -4.599, -0.350], [3.474, -4.798, 1.373], [4.971, -4.158, 0.853], [3.550, -2.429, 1.585], [4.938, -1.651, 0.062], [3.467, -0.746, -0.342], [3.936, -2.110, -1.371], [1.513, -2.169, 0.328], [-4.674, 3.297, -1.427], [-3.539, 2.502, -2.226], [-2.202, 2.623, -1.610], [-3.801, 1.149, -2.275], [-4.504, 4.353, -1.219], [-4.765, 2.847, -0.438], [-5.598, 3.299, -2.006], [-3.535, 2.850, -3.258], [-1.502, 1.885, -2.003], [-2.264, 2.388, -0.548], [-1.784, 3.607, -1.821], [-3.154, 0.718, -2.838], [-1.900, -2.868, 0.823], [-1.492, -1.805, -0.011], [-1.236, -3.723, 0.697], [-1.924, -2.595, 1.878], [-2.899, -3.192, 0.533], [-2.179, -1.138, 0.058], [0.660, 0.390, 0.791], [1.113, -0.050, -0.471], [0.394, -0.435, 1.453], [1.587, 0.797, 1.192], [-0.119, 1.149, 0.718], [1.493, 0.694, -0.943], [3.793, 1.832, -2.208], [2.504, 2.000, -1.628], [3.833, 0.921, -2.806], [4.170, 2.684, -2.774], [4.503, 1.773, -1.383], [2.485, 2.867, -1.218], [-2.503, 0.867, 3.680], [-3.020, 0.270, 4.959], [-3.321, 1.125, 3.007], [-1.778, 1.607, 4.021], [-1.903, 0.116, 3.165], [-3.578, -0.477, 4.728]],
  "mulliken_charge": [-1.615, 0.792, -0.984, -0.474, 0.372, 0.359, 0.389, 0.095, 0.366, 0.208, 0.289, 0.166, -1.245, 0.455, -1.096, -0.559, 0.347, 0.284, 0.337, 0.237, 0.381, 0.156, 0.381, 0.321, -0.705, -0.379, 0.238, 0.263, 0.352, 0.247, -0.650, -0.431, 0.206, 0.416, 0.171, 0.370, -0.632, -0.504, 0.256, 0.293, 0.282, 0.241, -0.359, -0.528, 0.234, 0.265, 0.109, 0.280],
  "total_charge": 0,
  "smiles": "CC(C)O.CC(C)O.CO.CO.CO.CO",
  "total_energy_ev": -23170.8965,
  "gap_ev": 9.89
}

=====

[3]
{
  "formula": "C10H33BO9SSr",
  "method": "ωB97M-V/def2-TZVPD",
  "symbols": ["Sr", "B", "H", "H", "H", "H", "S", "O", "O", "O", "O", "C", "C", "O", "H", "H", "H", "H", "H", "C", "C", "O", "H", "H", "H", "H", "H", "H", "C", "C", "O", "H", "H", "H", "H", "H", "H", "C", "C", "O", "H", "H", "H", "H", "H", "H", "C", "C", "O", "H", "H", "H", "H", "H", "H"],
  "xyz": [[-8.226, -5.245, -2.506], [-10.850, -4.738, -2.382], [-11.874, -4.759, -1.818], [-10.108, -4.245, -1.674], [-10.564, -5.827, -2.567], [-10.917, -4.132, -3.369], [-9.600, -6.224, -5.855], [-9.137, -5.293, -6.897], [-10.918, -5.890, -5.270], [-9.632, -7.635, -6.337], [-8.619, -6.243, -4.710], [-6.354, -9.957, -2.296], [-6.141, -8.449, -2.179], [-7.042, -7.698, -2.875], [-5.460, -10.566, -2.054], [-6.525, -10.264, -3.329], [-7.076, -10.338, -1.564], [-5.129, -8.284, -2.636], [-6.065, -8.186, -1.095], [-7.266, -1.415, -5.439], [-8.255, -2.301, -4.677], [-7.726, -3.614, -4.520], [-7.164, -1.644, -6.500], [-6.265, -1.517, -5.008], [-7.545, -0.360, -5.338], [-9.204, -2.423, -5.211], [-8.485, -1.869, -3.702], [-7.568, -3.953, -5.418], [-6.413, -2.109, 0.360], [-7.341, -1.758, -0.797], [-8.120, -2.922, -1.119], [-5.666, -1.323, 0.526], [-5.788, -2.968, 0.109], [-6.973, -2.304, 1.271], [-6.789, -1.433, -1.687], [-7.965, -0.896, -0.542], [-9.023, -2.629, -0.936], [-8.733, -6.886, 1.882], [-8.841, -5.892, 0.699], [-8.849, -6.638, -0.492], [-7.835, -7.479, 1.728], [-9.609, -7.537, 1.818], [-8.782, -6.413, 2.863], [-7.962, -5.242, 0.675], [-9.660, -5.181, 0.852], [-9.511, -7.336, -0.477], [-3.712, -5.318, -3.391], [-4.474, -5.031, -2.115], [-5.785, -4.541, -2.463], [-2.671, -5.529, -3.094], [-3.666, -4.477, -4.084], [-4.064, -6.218, -3.889], [-3.996, -4.290, -1.463], [-4.620, -5.978, -1.594], [-5.650, -3.663, -2.837]],
  "mulliken_charge": [0.706, 1.589, -0.294, -0.839, -0.261, -0.404, 0.984, -0.775, -0.736, -0.796, -0.772, -1.363, -0.023, -0.351, 0.428, 0.289, 0.230, -0.008, -0.058, -1.285, -0.116, 0.020, 0.396, 0.241, 0.371, 0.315, 0.178, 0.014, -1.047, -0.451, 0.139, 0.394, 0.127, 0.286, 0.162, 0.477, 0.017, -1.338, 0.158, -0.059, 0.293, 0.340, 0.395, 0.019, 0.291, 0.102, -1.116, -0.321, -0.050, 0.390, 0.345, 0.234, 0.285, 0.246, 0.003],
  "total_charge": -2,
  "total_energy_ev": -41678.9896,
  "gap_ev": 3.59
}

=====

[4]
{
  "formula": "C10H35N16O14SV",
  "method": "ωB97M-V/def2-TZVPD",
  "symbols": ["V", "C", "C", "O", "O", "H", "H", "H", "S", "O", "O", "O", "O", "C", "O", "N", "N", "H", "H", "H", "H", "C", "O", "N", "N", "H", "H", "H", "H", "C", "O", "N", "N", "H", "H", "H", "H", "C", "O", "N", "N", "H", "H", "H", "H", "C", "O", "N", "N", "H", "H", "H", "H", "C", "O", "N", "N", "H", "H", "H", "H", "C", "O", "N", "N", "H", "H", "H", "H", "C", "O", "N", "N", "H", "H", "H", "H"],
  "xyz": [[-1.891, 1.043, -0.566], [-4.684, -0.078, 2.472], [-3.744, 0.223, 1.329], [-3.994, 0.463, 0.110], [-2.522, 0.338, 1.492], [-4.613, -1.068, 2.922], [-5.701, -0.309, 2.154], [-4.650, 0.576, 3.343], [0.307, -0.466, 0.165], [-1.002, -0.696, -0.579], [0.004, 0.983, 0.215], [0.489, -1.065, 1.430], [1.429, -0.613, -0.789], [-3.042, -0.313, -3.615], [-2.620, -0.028, -2.499], [-3.610, 0.514, -4.405], [-3.072, -1.464, -3.954], [-4.031, 0.087, -5.217], [-3.720, 1.462, -4.075], [-3.711, -1.674, -4.708], [-2.735, -2.188, -3.335], [-1.028, 3.915, 0.864], [-1.772, 3.066, 0.495], [0.258, 3.760, 1.219], [-1.444, 5.165, 0.819], [0.793, 4.551, 1.549], [0.550, 2.793, 1.209], [-2.389, 5.333, 0.502], [-0.838, 5.968, 0.908], [0.784, 1.112, 3.954], [1.115, 1.907, 4.790], [-0.455, 0.745, 3.798], [1.670, 0.499, 3.240], [-1.127, 1.214, 4.388], [-0.677, -0.063, 3.234], [1.249, -0.175, 2.616], [2.638, 0.517, 3.527], [0.048, 1.889, -3.025], [-0.686, 1.684, -2.126], [-0.108, 2.896, -3.886], [1.130, 1.240, -3.290], [-0.821, 3.609, -3.830], [0.563, 2.903, -4.641], [1.807, 1.554, -3.970], [1.403, 0.707, -2.476], [4.307, 1.068, -0.971], [5.369, 1.602, -1.347], [3.531, 0.311, -1.704], [3.912, 1.117, 0.235], [2.731, -0.179, -1.328], [3.751, 0.075, -2.661], [3.107, 0.544, 0.445], [4.602, 1.484, 0.875], [-0.897, -2.731, 4.085], [-1.578, -2.988, 5.049], [0.365, -2.532, 3.982], [-1.333, -2.349, 2.962], [1.014, -2.557, 4.755], [0.718, -2.547, 3.035], [-2.332, -2.232, 2.876], [-0.690, -1.824, 2.388], [0.116, -2.845, -3.131], [0.249, -3.710, -4.004], [-0.842, -2.942, -2.260], [0.689, -1.687, -3.115], [-1.480, -3.685, -2.011], [-0.804, -2.013, -1.866], [1.264, -1.323, -3.861], [0.893, -1.293, -2.208], [3.793, -2.767, 1.196], [4.675, -3.549, 1.549], [3.335, -2.712, -0.040], [3.439, -1.708, 1.876], [2.597, -2.070, -0.293], [3.789, -3.312, -0.714], [2.554, -1.317, 1.587], [3.608, -1.845, 2.862]],
  "mulliken_charge": [1.066, -1.406, 0.784, -0.672, -0.197, 0.303, 0.387, 0.341, 1.829, -0.517, 0.159, -0.555, -1.061, 0.503, -0.557, -0.449, -0.203, 0.133, 0.249, 0.193, 0.200, 0.673, -0.765, -0.245, -0.472, 0.197, -0.061, 0.242, 0.160, 0.369, -0.753, 0.096, 0.051, 0.173, -0.123, -0.126, 0.228, 0.293, -0.419, -0.415, -0.131, 0.245, 0.135, 0.262, 0.061, 0.369, -0.750, -0.191, -0.138, 0.110, 0.176, 0.177, 0.239, 0.475, -0.721, -0.152, -0.211, 0.204, 0.149, 0.187, -0.015, 0.768, -0.241, -0.037, 0.148, 0.278, -0.057, 0.271, -0.378, 0.339, -0.714, -0.151, -0.094, 0.342, 0.224, -0.129, 0.318],
  "spin_multiplicity": 4,
  "total_charge": 1,
  "s2": 3.77,
  "total_energy_ev": -99963.5581,
  "gap_ev": [7.27, 2.35]
}

=====

[5]
{
  "formula": "C10H36BrN8O8",
  "method": "ωB97M-V/def2-TZVPD",
  "symbols": ["Br", "O", "H", "H", "O", "H", "H", "C", "O", "N", "N", "H", "H", "H", "H", "C", "O", "N", "N", "H", "H", "H", "H", "C", "O", "N", "N", "H", "H", "H", "H", "C", "O", "N", "N", "H", "H", "H", "H", "C", "C", "C", "O", "H", "H", "H", "H", "H", "H", "H", "H", "C", "C", "C", "O", "H", "H", "H", "H", "H", "H", "H", "H"],
  "xyz": [[0.462, -0.473, -0.449], [-1.965, 0.987, -2.435], [-1.354, 0.344, -2.100], [-1.582, 1.793, -2.028], [2.678, -2.398, -2.573], [1.822, -2.294, -2.105], [2.454, -2.419, -3.539], [4.634, 0.388, 0.417], [5.434, 1.176, 0.769], [4.609, -0.150, -0.930], [3.694, -0.073, 1.276], [5.544, 0.043, -1.403], [4.371, -1.115, -1.068], [3.792, 0.168, 2.219], [2.791, -0.463, 0.995], [-2.061, -3.236, -4.118], [-3.212, -3.689, -4.302], [-1.073, -3.203, -5.047], [-1.601, -2.732, -2.939], [-0.369, -2.501, -4.919], [-1.332, -3.367, -6.030], [-2.170, -2.559, -2.114], [-0.632, -2.348, -2.880], [-0.970, 0.919, 5.005], [-0.848, 2.042, 5.526], [0.064, 0.035, 4.876], [-2.253, 0.598, 4.383], [0.918, 0.528, 5.044], [0.173, -0.677, 4.208], [-2.778, 1.406, 4.046], [-2.034, -0.077, 3.678], [0.911, 0.410, -3.892], [0.360, -0.687, -4.045], [2.159, 0.592, -3.389], [0.232, 1.583, -4.188], [2.569, -0.264, -2.974], [2.548, 1.440, -3.033], [0.384, 2.370, -3.494], [-0.724, 1.341, -4.144], [-1.486, -3.272, 3.846], [-1.242, -2.864, 2.403], [-2.523, -2.469, 1.633], [-0.293, -1.823, 2.410], [-2.305, -3.995, 3.829], [-1.879, -2.405, 4.387], [-0.631, -3.764, 4.305], [-0.843, -3.685, 1.828], [-2.196, -1.787, 0.767], [-3.150, -1.815, 2.238], [-3.051, -3.369, 1.469], [-0.277, -1.312, 1.557], [-0.055, 5.371, 0.152], [-0.074, 3.936, 0.624], [-1.443, 3.533, 1.360], [-0.022, 3.127, -0.598], [-0.905, 5.462, -0.497], [0.913, 5.450, -0.415], [-0.124, 6.104, 0.873], [0.747, 3.583, 1.221], [-1.518, 4.046, 2.361], [-1.378, 2.474, 1.586], [-2.283, 3.728, 0.653], [0.373, 2.304, -0.294]],
  "mulliken_charge": [-0.560, -0.721, 0.192, 0.399, -0.689, 0.275, 0.313, 0.461, -0.603, -0.382, -0.254, 0.229, 0.217, 0.156, 0.144, 0.557, -0.703, -0.459, -0.167, 0.369, 0.246, 0.116, 0.154, 0.593, -0.663, -0.412, -0.514, 0.229, 0.259, 0.268, 0.226, 0.428, -0.585, -0.280, -0.663, 0.238, 0.231, 0.242, 0.407, -1.333, 0.467, -1.186, -0.411, 0.414, 0.291, 0.303, 0.315, 0.144, 0.271, 0.480, -0.012, -1.484, 0.323, -0.859, -0.373, 0.329, 0.292, 0.452, 0.428, 0.360, 0.113, 0.265, 0.117],
  "total_charge": -1,
  "total_energy_ev": -109305.1313,
  "gap_ev": 9.13
}

=====

[6]
{
  "formula": "C10H36N7O11",
  "method": "ωB97M-V/def2-TZVPD",
  "symbols": ["N", "O", "O", "O", "C", "O", "H", "H", "H", "H", "C", "O", "H", "H", "H", "H", "C", "O", "H", "H", "H", "H", "C", "O", "H", "H", "H", "H", "C", "O", "N", "N", "H", "H", "H", "H", "C", "O", "N", "N", "H", "H", "H", "H", "C", "O", "N", "N", "H", "H", "H", "H", "C", "C", "C", "O", "H", "H", "H", "H", "H", "H", "H", "H"],
  "xyz": [[-0.678, -1.066, -0.292], [-1.285, -0.007, -0.046], [0.344, -1.123, -1.008], [-1.172, -2.093, 0.141], [0.564, 2.007, -2.921], [0.631, 1.865, -1.514], [1.498, 2.353, -3.365], [0.293, 1.020, -3.295], [-0.237, 2.669, -3.250], [0.730, 0.981, -1.155], [3.272, -0.585, -2.827], [2.031, -1.292, -3.189], [3.797, -1.130, -2.043], [3.919, -0.570, -3.704], [3.136, 0.469, -2.586], [1.451, -1.274, -2.425], [1.108, -2.384, 2.707], [0.306, -3.447, 2.150], [1.421, -1.620, 1.996], [0.620, -1.788, 3.478], [2.001, -2.790, 3.183], [-0.313, -2.922, 1.638], [-2.561, 3.095, -1.140], [-3.031, 1.769, -1.355], [-2.727, 3.280, -0.079], [-1.489, 3.284, -1.185], [-3.166, 3.863, -1.623], [-2.444, 1.209, -0.843], [-2.324, -3.665, -3.265], [-3.177, -4.074, -4.038], [-1.924, -2.419, -3.166], [-1.678, -4.442, -2.462], [-1.382, -2.171, -2.350], [-2.369, -1.700, -3.717], [-0.873, -3.984, -2.059], [-1.802, -5.444, -2.442], [-4.414, -3.131, 1.934], [-4.117, -4.256, 1.644], [-3.700, -2.135, 1.472], [-5.427, -2.731, 2.568], [-4.177, -1.247, 1.534], [-2.840, -2.299, 0.969], [-5.433, -1.782, 2.914], [-6.117, -3.416, 2.842], [-0.076, 4.207, 1.365], [-0.399, 5.047, 2.178], [-0.175, 2.871, 1.562], [0.515, 4.458, 0.272], [-0.367, 2.703, 2.539], [-0.203, 2.149, 0.856], [0.625, 3.718, -0.408], [1.080, 5.290, 0.188], [4.598, 1.466, 2.616], [3.123, 1.555, 2.163], [2.942, 1.007, 0.707], [2.336, 0.870, 3.109], [4.768, 1.579, 3.687], [5.291, 2.150, 2.126], [5.022, 0.496, 2.356], [2.938, 2.629, 2.185], [1.907, 0.692, 0.575], [3.691, 0.230, 0.554], [3.209, 1.665, -0.120], [2.909, 0.337, 3.666]],
  "mulliken_charge": [0.696, -0.825, -0.533, -0.793, -0.925, 0.099, 0.257, 0.334, 0.346, -0.071, -0.457, -0.545, 0.226, 0.310, 0.109, 0.490, -0.461, -0.559, -0.005, 0.286, 0.368, 0.409, -0.502, -0.531, 0.257, -0.012, 0.388, 0.495, 0.586, -0.736, -0.283, -0.260, 0.134, 0.202, 0.155, 0.192, 0.650, -0.681, -0.264, -0.383, 0.138, 0.318, 0.174, 0.247, 0.463, -0.734, -0.066, -0.231, 0.138, 0.090, 0.106, 0.200, -1.778, 0.746, -0.851, -0.490, 0.460, 0.398, 0.433, 0.063, -0.106, 0.371, 0.446, 0.301],
  "total_charge": -1,
  "total_energy_ev": -43906.0479,
  "gap_ev": 9.33
}